[1]
DFT (ωB97M-V/def2-TZVPD) results for an isolated molecule of C5H10N2.

Last column: Mulliken charge in e.
CARTESIAN COORDINATES (ANGSTROEM)
C: 0.203214 -1.887281 0.739587  -1.293
C: 1.088636 -1.243989 -0.303783  0.115
N: 0.523818 -0.776893 -1.570541  -0.669
C: 0.975173 0.209211 -0.589394  -0.254
C: 0.070558 1.041407 0.281104  0.007
C: -0.698901 2.223772 -0.163243  -0.420
N: -1.390041 0.999850 0.246967  -0.595
H: -0.010351 -2.929830 0.479763  0.352
H: -0.748356 -1.355846 0.845894  0.361
H: 0.692781 -1.879732 1.720165  0.294
H: 2.068386 -1.708748 -0.413017  0.371
H: -0.488101 -0.888666 -1.563439  0.276
H: 1.876566 0.733266 -0.908551  0.389
H: 0.444760 1.094822 1.303600  0.320
H: -0.802262 3.050098 0.535154  0.246
H: -0.703728 2.509114 -1.213208  0.253
H: -1.733675 0.498824 -0.569476  0.246

Forces on atoms 1 to 3 (eV/Å):
0.0 0.0 0.0
0.1 -0.1 0.2
-0.3 0.0 -0.1

Properties
LUMO level in eV: 1.19
SMILES string: C[C@H]1N[C@H]1[C@H]1CN1
Orbital gap in eV: 10.446
Energy above the lowest of the compared OMol25 structures with the same formula, charge and spin in kJ/mol: 205.5
Highest occupied orbital energy in hartree: -0.340
Spin multiplicity: 1
Electronic energy in hartree: -305.94559

=====

[2]
DFT (ωB97M-V/def2-TZVPD) results for an isolated molecule of C5H10N2 in a non-equilibrium geometry.

Last column: Mulliken charge in e.
CARTESIAN COORDINATES (ANGSTROEM)
C: 0.618359 -0.288819 0.143270  1.182
C: 0.658216 -1.239940 -1.029619  -1.571
C: 1.760310 0.702160 0.186482  -1.508
C: -0.739519 0.235758 0.463896  -0.068
N: -0.831512 1.321928 1.383812  -0.597
N: -2.801191 -0.599512 -0.809119  -0.657
C: -1.812963 -0.057955 -0.322242  0.160
H: 0.293247 -0.852695 1.166679  0.077
H: -0.284286 2.122460 1.088687  0.201
H: -1.791370 1.615147 1.512678  0.253
H: -3.216224 -1.405066 -0.334226  0.235
H: 0.468028 -0.686028 -1.952226  0.351
H: -0.106221 -2.009268 -0.951808  0.408
H: 1.631919 -1.720080 -1.108003  0.394
H: 1.643958 1.444989 -0.604714  0.335
H: 1.800635 1.226233 1.138423  0.410
H: 2.708612 0.190691 0.028029  0.396

Forces on atoms 1 to 3 (eV/Å):
-1.6 -1.7 2.9
-0.1 0.1 0.1
-0.2 -0.1 0.3

Properties
LUMO level in eV: 0.94
SMILES string: CC(C)C(N)=C=N
Orbital gap in eV: 8.346
Energy above the lowest of the compared OMol25 structures with the same formula, charge and spin in kJ/mol: 246.2
Highest occupied orbital energy in hartree: -0.272
Spin multiplicity: 1
Electronic energy in hartree: -305.93008

=====

[3]
DFT (ωB97M-V/def2-TZVPD) results for an isolated molecule of C5H10N2 in a non-equilibrium geometry.

Last column: Mulliken charge in e.
CARTESIAN COORDINATES (ANGSTROEM)
C: -0.988637 1.389416 1.152614  -1.145
C: 1.265557 -2.178200 -0.701045  -0.320
C: -0.798990 0.595441 0.109525  0.856
C: -1.912080 0.339563 -0.881107  -0.971
C: 1.577544 0.357041 0.573470  -0.990
N: 0.279643 -1.389291 -0.663675  -0.515
N: 0.393817 -0.120634 -0.046895  0.379
H: -0.207545 1.694193 1.932309  0.160
H: -1.885762 1.803839 1.386375  0.343
H: 1.306058 -3.004777 -1.381110  0.252
H: 2.178415 -2.007666 -0.150338  0.192
H: -1.829253 -0.697606 -1.313527  0.319
H: -1.841643 1.240449 -1.580392  0.198
H: -2.960716 0.453865 -0.475917  0.304
H: 1.479577 0.350553 1.655665  0.237
H: 2.418680 -0.263559 0.153248  0.365
H: 1.525336 1.437376 0.230802  0.338

Forces on atoms 1 to 3 (eV/Å):
3.5 0.4 1.6
0.8 0.5 0.5
-0.8 -1.4 0.6

Properties
LUMO level in eV: 1.05
SMILES string: C=NN(C)C(=C)C
Orbital gap in eV: 8.968
Energy above the lowest of the compared OMol25 structures with the same formula, charge and spin in kJ/mol: 284.3
Highest occupied orbital energy in hartree: -0.291
Spin multiplicity: 1
Electronic energy in hartree: -305.91556